(1)
{"formula": "C47H55IrN3O7PS2", "method": "the ωB97M-V functional and the def2-TZVPD basis", "energy_ev": -102231.2855, "fmax_ev_per_a": 3.1, "spin_multiplicity": 5, "homo_lumo_gap_ev": [4.564, 5.767], "s_squared": 6.0305, "relative_energy_ev": 0.000, "e_homo_ev": [-4.76, -7.64], "mol_weight_g_mol": 1061.30, "elements": ["Ir", "O", "C", "C", "C", "C", "C", "C", "C", "C", "C", "O", "C", "C", "C", "C", "C", "C", "C", "C", "C", "C", "C", "C", "N", "C", "C", "C", "C", "C", "C", "C", "C", "C", "C", "C", "C", "H", "H", "H", "H", "H", "H", "H", "H", "H", "H", "H", "H", "H", "H", "H", "H", "H", "H", "H", "H", "H", "H", "H", "H", "H", "H", "H", "S", "C", "N", "C", "C", "C", "N", "H", "H", "H", "H", "C", "S", "C", "O", "H", "H", "H", "H", "H", "H", "C", "C", "C", "C", "O", "P", "O", "O", "O", "C", "C", "C", "C", "H", "H", "H", "H", "H", "H", "H", "H", "H", "H", "H", "H", "H", "H", "H", "H", "H", "H"], "coordinates": [[-0.3196, -0.1093, -0.6097], [-1.7934, 1.0932, -0.8967], [-3.0178, 0.9286, -1.6106], [-3.4702, -0.5496, -1.6614], [-2.5086, -1.4007, -2.3814], [-3.0030, -2.4459, -3.1622], [-2.1563, -3.3928, -3.6792], [-0.8248, -3.3530, -3.3079], [-0.3250, -2.2433, -2.6278], [1.1661, -2.0561, -2.6259], [1.7921, -2.2129, -1.2187], [1.1872, -1.3302, -0.3152], [1.6050, -3.5999, -0.5818], [1.4129, -4.7043, -1.3912], [1.1542, -5.9478, -0.8324], [1.2897, -6.1223, 0.5312], [1.5366, -5.0161, 1.3713], [1.5700, -3.7525, 0.8222], [3.3364, -1.8698, -1.2725], [4.2503, -2.2838, -0.2676], [5.5991, -2.2669, -0.5518], [6.0876, -1.7494, -1.7372], [5.1828, -1.2495, -2.6721], [3.8396, -1.2285, -2.3988], [-1.1547, -1.3209, -2.0766], [-4.0315, 1.8222, -0.8410], [-5.1985, 1.3673, -0.2808], [-6.0345, 2.2204, 0.4481], [-5.7072, 3.5770, 0.5066], [-4.5396, 4.0317, -0.0505], [-3.6552, 3.1389, -0.6764], [-3.0432, 1.4232, -3.1197], [-1.9012, 1.6036, -3.8948], [-1.9750, 1.9257, -5.2427], [-3.2277, 1.9577, -5.8482], [-4.4012, 1.9039, -5.0641], [-4.3124, 1.5078, -3.7435], [-4.4447, -0.6525, -2.1739], [-3.5330, -0.8858, -0.5965], [-4.0770, -2.4512, -3.3461], [-2.5600, -4.1540, -4.3347], [-0.1224, -4.1134, -3.6478], [1.3136, -1.0139, -2.9780], [1.5628, -2.8009, -3.3293], [1.4384, -4.6158, -2.4762], [0.9347, -6.8128, -1.4332], [1.2944, -7.1283, 1.0012], [1.6977, -5.1860, 2.4442], [1.5747, -2.8927, 1.4771], [3.8848, -2.6565, 0.6784], [6.2255, -2.6401, 0.2426], [7.1651, -1.7579, -1.9247], [5.5270, -0.9067, -3.6414], [3.1453, -0.8136, -3.0971], [-5.4548, 0.3151, -0.4181], [-6.8745, 1.8300, 1.0142], [-6.3726, 4.2990, 0.9621], [-4.2363, 5.0713, 0.0354], [-2.6484, 3.4369, -0.9454], [-0.9262, 1.5551, -3.3982], [-1.0869, 2.2309, -5.7967], [-3.2732, 2.1227, -6.8989], [-5.3913, 2.0583, -5.4808], [-5.2209, 1.3674, -3.2017], [1.0926, 1.3486, -1.7519], [0.7699, 3.1171, -1.6314], [1.9542, 3.8248, -1.4847], [2.0060, 5.2028, -1.6145], [0.8503, 5.9018, -1.7749], [-0.3181, 5.1258, -1.9807], [-0.3516, 3.7776, -1.8671], [2.7810, 3.2805, -1.2275], [2.9777, 5.5989, -1.6154], [0.8193, 6.9995, -1.8040], [-1.2982, 5.5615, -2.2439], [-3.0892, -3.1142, 2.3110], [-1.9710, -1.6306, 2.1995], [-3.1342, -0.2632, 2.4855], [-1.4866, -1.4658, 0.7814], [-3.5910, -2.9968, 3.2761], [-2.4962, -4.0056, 2.3256], [-3.7497, -3.1423, 1.4566], [-4.0126, -0.5824, 3.0728], [-3.3882, 0.2212, 1.5228], [-2.6098, 0.5276, 3.0703], [1.1958, -1.1524, 4.9831], [0.3994, 0.1361, 4.9611], [1.1846, 1.3026, 5.6188], [-0.9555, 0.0078, 5.5572], [0.1710, 0.3933, 3.5029], [0.9798, 1.3321, 2.4949], [1.0475, 2.7849, 2.8313], [0.3194, 0.9496, 1.1154], [2.4100, 0.6464, 2.5152], [3.6543, 1.3063, 2.2449], [3.5988, 1.8125, 0.7917], [4.6863, 0.1765, 2.3145], [3.9260, 2.3906, 3.2897], [1.4386, -1.3578, 6.0545], [2.1253, -1.0266, 4.4158], [0.6048, -1.9913, 4.5891], [1.1255, 1.2134, 6.7120], [0.7772, 2.2842, 5.3228], [2.2092, 1.2821, 5.2874], [-0.8733, -0.2403, 6.6147], [-1.4681, -0.8101, 5.0329], [-1.5354, 0.9527, 5.4655], [3.2600, 1.0294, 0.1253], [4.5595, 2.1304, 0.4358], [2.8638, 2.6307, 0.8141], [4.3789, -0.5790, 1.5750], [4.5318, -0.3265, 3.2736], [5.7268, 0.4349, 2.1960], [3.0989, 3.1123, 3.2358], [4.9021, 2.7903, 3.0504], [3.9512, 1.9981, 4.2972]], "lowdin_charge": [1.467, -0.313, -0.391, -0.085, -0.197, -0.003, -0.026, -0.005, -0.215, -0.082, -0.413, -0.312, -0.127, -0.036, -0.082, -0.093, -0.073, -0.033, -0.089, -0.034, -0.091, -0.081, -0.075, -0.053, 0.028, -0.184, -0.066, -0.071, -0.100, -0.060, 0.005, -0.118, -0.042, -0.070, -0.085, -0.072, -0.039, 0.128, 0.125, 0.125, 0.118, 0.111, 0.080, 0.129, 0.097, 0.099, 0.110, 0.109, 0.118, 0.107, 0.105, 0.106, 0.105, 0.086, 0.107, 0.099, 0.100, 0.107, 0.102, 0.048, 0.109, 0.085, 0.100, 0.105, 0.671, -0.637, 0.006, -0.120, -0.089, -0.185, 0.040, 0.097, 0.090, 0.104, 0.091, -0.207, 0.897, -0.209, -0.653, 0.052, 0.036, 0.049, 0.063, 0.047, 0.058, -0.026, -0.595, -0.020, -0.048, -0.210, 0.325, -0.270, -0.448, -0.168, -0.602, -0.037, -0.018, -0.023, 0.102, 0.078, 0.082, 0.090, 0.092, 0.054, 0.091, 0.065, 0.108, 0.051, 0.085, 0.076, 0.061, 0.083, 0.086, 0.073, 0.085, 0.069]}


(2)
{"formula": "C47H56FMnNO2S2Se", "method": "the ωB97M-V functional and the def2-TZVPD basis", "energy_ev": -176287.7100, "fmax_ev_per_a": 1.3, "spin_multiplicity": 4, "homo_lumo_gap_ev": [6.240, 7.609], "s_squared": 4.0038, "relative_energy_ev": 1.346, "e_homo_ev": [-7.60, -7.62], "mol_weight_g_mol": 884.00, "elements": ["Mn", "C", "C", "C", "C", "C", "C", "C", "Se", "C", "C", "C", "C", "C", "C", "O", "C", "C", "C", "C", "C", "C", "C", "C", "C", "O", "C", "C", "C", "C", "C", "C", "H", "H", "H", "H", "H", "H", "H", "H", "H", "H", "H", "H", "H", "H", "H", "H", "H", "H", "H", "H", "H", "H", "H", "H", "H", "H", "H", "H", "H", "H", "H", "H", "H", "H", "H", "H", "H", "H", "H", "H", "S", "C", "N", "C", "C", "S", "H", "H", "H", "H", "H", "F", "C", "C", "C", "C", "C", "C", "H", "H", "H", "H", "C", "C", "C", "C", "C", "C", "C", "C", "C", "C", "H", "H", "H", "H", "H", "H", "H"], "coordinates": [[0.2575, -0.2518, 0.2478], [-5.2877, 3.3474, -3.9820], [-4.7433, 4.1028, -2.7677], [-4.1337, 5.4255, -3.2569], [-5.9142, 4.3965, -1.8195], [-3.6734, 3.3017, -2.0299], [-3.1769, 2.0944, -2.4948], [-2.2080, 1.4112, -1.7752], [-1.4613, -0.2027, -2.5049], [0.1614, 0.5910, -3.1744], [0.1381, 0.9659, -4.5037], [1.2252, 1.6004, -5.0904], [2.3010, 1.8619, -4.2592], [2.3744, 1.5085, -2.9115], [1.2903, 0.8022, -2.3433], [1.3522, 0.3078, -1.1077], [3.6631, 1.9331, -2.1823], [4.8612, 1.1962, -2.7996], [3.8483, 3.4529, -2.3466], [3.6610, 1.6527, -0.6819], [1.1858, 1.9840, -6.5674], [0.0133, 2.9456, -6.8113], [0.9955, 0.7135, -7.4090], [2.4730, 2.6745, -7.0211], [-1.7254, 1.8738, -0.5431], [-0.9023, 1.1103, 0.1703], [-2.1389, 3.1558, -0.1124], [-3.1096, 3.8078, -0.8585], [-1.4971, 3.8213, 1.1095], [0.0180, 3.9330, 0.8718], [-1.7840, 2.9976, 2.3704], [-2.0246, 5.2385, 1.3505], [-6.0675, 3.9406, -4.4624], [-5.7216, 2.3889, -3.6910], [-4.5040, 3.1674, -4.7200], [-4.8754, 6.0032, -3.8138], [-3.2839, 5.2285, -3.9131], [-3.7838, 6.0354, -2.4226], [-6.7068, 4.9260, -2.3532], [-5.6049, 5.0171, -0.9774], [-6.3273, 3.4673, -1.4228], [-3.5121, 1.6596, -3.4255], [-0.7586, 0.7542, -5.0721], [3.1509, 2.3805, -4.6782], [4.9670, 1.4154, -3.8629], [4.7410, 0.1173, -2.6845], [5.7837, 1.4955, -2.2959], [4.0379, 3.7398, -3.3809], [4.6969, 3.7905, -1.7470], [2.9548, 3.9807, -2.0071], [3.5734, 0.5902, -0.4667], [2.8365, 2.1746, -0.1962], [4.5948, 2.0135, -0.2424], [-0.9403, 2.4876, -6.5462], [-0.0292, 3.2331, -7.8647], [0.1350, 3.8490, -6.2107], [0.0599, 0.2109, -7.1615], [1.8140, 0.0145, -7.2282], [0.9791, 0.9611, -8.4731], [2.6423, 3.6010, -6.4687], [2.3969, 2.9267, -8.0803], [3.3404, 2.0239, -6.8929], [-3.4395, 4.7807, -0.5222], [0.4678, 2.9551, 0.7125], [0.5092, 4.4069, 1.7268], [0.2148, 4.5387, -0.0152], [-1.4105, 1.9799, 2.2737], [-2.8593, 2.9410, 2.5519], [-1.3198, 3.4717, 3.2436], [-1.8358, 5.8903, 0.4955], [-1.5122, 5.6637, 2.2157], [-3.0943, 5.2394, 1.5675], [-1.1255, -0.7016, 2.7610], [-0.0312, -0.3327, 3.9617], [0.1438, 0.8821, 4.4652], [1.0130, 1.0367, 5.6179], [1.9062, -0.2002, 5.6444], [0.9787, -1.4986, 4.7569], [-0.4356, 1.6382, 4.1293], [0.4134, 1.1136, 6.5292], [1.6113, 1.9419, 5.5148], [2.1131, -0.5392, 6.6558], [2.8411, -0.0394, 5.1112], [-1.1256, -5.7489, -1.9643], [-0.7824, -4.5465, -1.4605], [0.3652, -3.9304, -1.9234], [0.7136, -2.6945, -1.4046], [-0.0765, -2.0844, -0.4396], [-1.2228, -2.7265, 0.0102], [-1.5837, -3.9675, -0.4984], [0.9701, -4.4139, -2.6788], [1.6108, -2.2012, -1.7587], [-1.8584, -2.2723, 0.7592], [-2.4778, -4.4731, -0.1594], [4.4403, 1.5354, 3.2154], [3.2271, 1.9938, 2.6619], [2.3703, 1.1151, 2.0621], [2.6529, -0.2733, 1.9777], [1.7669, -1.1859, 1.3163], [2.0416, -2.5246, 1.4684], [3.1823, -2.9965, 2.1511], [4.0928, -2.1251, 2.6742], [3.8415, -0.7358, 2.6055], [4.7315, 0.2001, 3.1903], [5.1365, 2.2408, 3.6508], [2.9847, 3.0494, 2.6995], [1.4345, 1.4836, 1.6496], [1.3842, -3.2735, 1.0522], [3.3326, -4.0654, 2.2385], [4.9960, -2.4790, 3.1573], [5.6496, -0.1734, 3.6299]], "lowdin_charge": [0.817, -0.067, -0.560, -0.044, -0.048, -0.170, -0.059, -0.384, 1.198, -0.372, -0.080, -0.170, 0.015, -0.074, -0.282, -0.197, -0.523, -0.039, -0.045, -0.061, -0.558, -0.046, -0.046, -0.067, -0.313, -0.265, -0.079, 0.022, -0.521, -0.030, -0.051, -0.067, 0.084, 0.089, 0.082, 0.084, 0.089, 0.077, 0.083, 0.075, 0.091, 0.092, 0.095, 0.090, 0.076, 0.091, 0.085, 0.074, 0.084, 0.089, 0.084, 0.074, 0.094, 0.075, 0.083, 0.090, 0.078, 0.090, 0.083, 0.086, 0.084, 0.087, 0.094, 0.049, 0.086, 0.096, 0.012, 0.099, 0.082, 0.088, 0.085, 0.087, 0.724, -1.091, -0.035, -0.199, -0.376, 0.995, 0.110, 0.122, 0.121, 0.079, 0.056, 0.056, -0.280, 0.003, -0.109, -0.289, -0.124, 0.001, 0.122, 0.119, 0.057, 0.121, -0.085, -0.087, -0.084, -0.202, -0.135, -0.100, -0.075, -0.044, -0.190, -0.048, 0.102, 0.108, 0.080, 0.095, 0.107, 0.112, 0.113]}